Record 1
{"formula": "C4H5OP", "method": "wB97M-V/def2-TZVPD", "species": ["C", "C", "C", "C", "O", "P", "H", "H", "H", "H", "H"], "coordinates": [[-0.18, 0.89, 0.04], [1.01, 1.49, 0.01], [-0.32, -0.58, 0.12], [1.01, -1.28, -0.08], [3.55, -0.05, 0.21], [2.13, -0.01, -0.13], [-1.15, 1.35, 0.04], [1.56, 2.45, 0.04], [-0.60, -0.50, 1.22], [-1.11, -1.02, -0.48], [1.03, -2.28, -0.13]], "max_force_ha_per_bohr": 0.10287, "lumo_energy_ev": 0.36, "charge": 0, "relative_energy_kcal_mol": 17.2}


Record 2
{"formula": "C4H5PS2", "method": "wB97M-V/def2-TZVPD", "species": ["C", "C", "C", "S", "P", "S", "C", "H", "H", "H", "H", "H"], "coordinates": [[-1.13, -0.71, 0.02], [-1.06, 0.51, 0.76], [-0.12, 1.37, 1.09], [1.56, 1.46, 0.49], [1.41, 0.56, -1.54], [1.37, -1.42, -1.17], [-0.29, -1.65, -0.45], [-2.16, -1.02, 0.21], [-1.90, 0.84, 1.29], [-0.10, 2.24, 1.75], [2.90, 0.51, -1.71], [-0.49, -2.70, -0.74]], "max_force_ha_per_bohr": 0.06868, "lumo_energy_ev": 0.28, "charge": 0, "smiles": "c1ccs[pH]sc1", "relative_energy_kcal_mol": 6.5}


Record 3
{"formula": "C4H6", "method": "wB97M-V/def2-TZVPD", "species": ["C", "C", "C", "C", "H", "H", "H", "H", "H", "H"], "coordinates": [[0.66, 0.40, -1.35], [0.61, 0.42, 0.14], [0.10, -0.34, 1.10], [-1.15, -0.46, 0.47], [-0.41, 0.25, -1.93], [0.94, 1.42, -1.67], [1.38, -0.35, -1.75], [0.24, -0.53, 2.22], [-1.67, -1.30, 0.65], [-1.81, 0.37, 0.35]], "max_force_ha_per_bohr": 0.09969, "lumo_energy_ev": -0.36, "charge": 0, "relative_energy_kcal_mol": 122.0}